{"formula": "C23H53BeN11O2", "method": "ωB97M-V with the def2-TZVPD basis set", "symbols": ["Be", "C", "N", "C", "C", "N", "C", "C", "N", "C", "C", "N", "C", "N", "C", "C", "N", "C", "C", "C", "C", "N", "C", "N", "C", "C", "N", "C", "C", "N", "C", "C", "H", "H", "H", "H", "H", "H", "H", "H", "H", "H", "H", "H", "H", "H", "H", "H", "H", "H", "H", "H", "H", "H", "H", "H", "H", "H", "H", "H", "H", "H", "H", "H", "H", "H", "H", "H", "H", "H", "H", "H", "H", "H", "H", "H", "H", "H", "H", "H", "N", "C", "C", "O", "O", "H", "H", "H", "H", "H"], "xyz": [[-0.983, 0.043, -0.517], [-6.007, 0.925, 0.489], [-4.628, 1.301, 0.206], [-4.371, 2.735, 0.188], [-3.629, 0.380, 0.167], [-2.631, 0.422, -0.689], [-2.662, 1.316, -1.847], [-1.510, 2.293, -1.680], [-0.273, 1.544, -1.311], [0.371, 0.960, -2.516], [0.922, -0.392, -2.106], [-0.240, -1.123, -1.575], [-0.345, -2.402, -1.886], [0.751, -3.169, -2.110], [1.964, -3.019, -1.323], [0.792, -4.206, -3.132], [-1.561, -2.998, -1.983], [-2.677, -2.353, -2.665], [-1.751, -4.412, -1.690], [0.630, 2.541, -0.643], [2.105, 2.234, -0.396], [2.404, 1.455, 0.799], [3.632, 1.327, 1.174], [3.811, 1.111, 2.570], [3.556, 2.291, 3.405], [4.936, 0.299, 3.037], [4.774, 1.377, 0.422], [5.995, 2.028, 0.888], [4.855, 0.903, -0.948], [-3.709, -0.631, 1.071], [-4.268, -0.408, 2.396], [-3.115, -1.936, 0.869], [-6.659, 1.467, -0.196], [-6.307, 1.175, 1.509], [-6.150, -0.140, 0.321], [-4.922, 3.195, 1.010], [-4.700, 3.207, -0.741], [-3.315, 2.925, 0.356], [-3.605, 1.843, -1.972], [-2.514, 0.718, -2.752], [-1.727, 2.960, -0.849], [-1.344, 2.896, -2.577], [1.132, 1.624, -2.929], [-0.389, 0.811, -3.283], [1.673, -0.255, -1.324], [1.384, -0.903, -2.951], [1.795, -2.312, -0.514], [2.803, -2.675, -1.933], [2.232, -3.987, -0.894], [-0.110, -4.179, -3.735], [0.905, -5.201, -2.695], [1.643, -4.021, -3.790], [-2.601, -1.276, -2.575], [-3.613, -2.674, -2.208], [-2.699, -2.634, -3.721], [-0.922, -4.787, -1.097], [-1.847, -5.019, -2.593], [-2.670, -4.524, -1.112], [0.155, 2.837, 0.291], [0.632, 3.413, -1.307], [2.540, 3.231, -0.243], [2.563, 1.875, -1.314], [2.642, 2.779, 3.074], [4.378, 3.014, 3.366], [3.441, 1.979, 4.445], [5.296, -0.340, 2.235], [4.605, -0.339, 3.859], [5.768, 0.902, 3.408], [5.820, 2.581, 1.805], [6.324, 2.742, 0.132], [6.798, 1.306, 1.051], [4.121, 0.119, -1.120], [5.845, 0.470, -1.097], [4.724, 1.700, -1.685], [-4.365, 0.657, 2.591], [-3.585, -0.830, 3.137], [-5.238, -0.891, 2.526], [-2.627, -1.983, -0.096], [-3.887, -2.708, 0.927], [-2.369, -2.144, 1.640], [1.004, -0.623, 2.950], [-0.014, 0.432, 3.220], [-0.726, 0.746, 1.908], [-1.372, 1.766, 1.805], [-0.515, -0.166, 1.011], [1.907, -0.202, 2.607], [0.628, -1.149, 2.146], [1.184, -1.229, 3.747], [0.451, 1.326, 3.622], [-0.742, 0.059, 3.940]], "lowdin_charge": [0.109, -0.036, -0.139, -0.026, -0.340, 0.061, -0.148, -0.129, -0.144, -0.122, -0.160, 0.082, -0.350, -0.144, -0.034, -0.026, -0.146, -0.019, -0.037, -0.124, -0.203, 0.102, -0.408, -0.199, -0.056, -0.072, -0.140, -0.034, -0.045, -0.121, -0.032, -0.032, 0.103, 0.092, 0.100, 0.105, 0.098, 0.074, 0.118, 0.104, 0.110, 0.145, 0.135, 0.129, 0.091, 0.137, 0.082, 0.098, 0.102, 0.094, 0.100, 0.103, 0.053, 0.098, 0.105, 0.099, 0.097, 0.094, 0.114, 0.135, 0.139, 0.078, 0.081, 0.085, 0.091, 0.093, 0.085, 0.089, 0.079, 0.103, 0.098, 0.079, 0.099, 0.094, 0.099, 0.092, 0.100, 0.050, 0.107, 0.090, 0.193, -0.026, -0.574, 0.093, -0.044, 0.137, 0.142, 0.169, 0.136, 0.142], "largest_force_ev_per_a": 0.8, "total_charge": 2, "lumo_energy_ev": -4.67, "spin_multiplicity": 1, "homo_energy_ev": -13.417, "molar_mass_g_mol": 524.8}

{"formula": "C23H53N6O21", "method": "ωB97M-V with the def2-TZVPD basis set", "symbols": ["C", "C", "O", "N", "H", "H", "C", "H", "H", "H", "H", "H", "H", "C", "C", "O", "N", "H", "H", "C", "H", "H", "H", "H", "H", "H", "C", "C", "O", "N", "H", "H", "C", "H", "H", "H", "H", "H", "H", "C", "C", "O", "N", "H", "H", "C", "H", "H", "H", "H", "H", "H", "C", "C", "O", "N", "H", "H", "C", "H", "H", "H", "H", "H", "H", "C", "C", "O", "N", "H", "H", "C", "H", "H", "H", "H", "H", "H", "O", "C", "O", "O", "H", "O", "C", "O", "O", "H", "O", "C", "O", "O", "H", "O", "C", "O", "O", "H", "O", "C", "O", "O", "H"], "xyz": [[21.211, -5.935, 0.935], [20.289, -4.810, 1.181], [19.148, -4.743, 0.914], [21.030, -3.487, 1.618], [21.965, -3.454, 1.214], [20.448, -2.834, 1.088], [21.126, -3.461, 3.103], [21.559, -6.286, 1.916], [22.124, -5.657, 0.404], [20.738, -6.800, 0.468], [21.662, -4.369, 3.368], [20.127, -3.365, 3.521], [21.678, -2.610, 3.501], [29.341, -13.538, 1.049], [28.061, -12.704, 1.030], [27.851, -11.866, 0.245], [26.914, -13.327, 1.828], [26.480, -14.117, 1.347], [27.357, -13.635, 2.691], [25.961, -12.224, 2.318], [30.094, -12.834, 0.701], [29.334, -14.457, 0.469], [29.595, -13.783, 2.083], [25.206, -11.986, 1.557], [26.546, -11.349, 2.568], [25.315, -12.764, 3.011], [25.678, -6.579, 4.159], [24.381, -5.921, 4.473], [23.450, -5.982, 3.745], [24.304, -5.198, 5.806], [23.453, -4.625, 5.751], [24.224, -5.972, 6.486], [25.399, -4.177, 6.079], [25.433, -7.595, 3.847], [26.452, -6.581, 4.926], [26.148, -6.074, 3.312], [26.232, -4.646, 6.593], [24.980, -3.404, 6.717], [25.683, -3.796, 5.102], [18.258, -12.294, 6.856], [18.252, -12.317, 5.353], [18.110, -11.363, 4.676], [18.171, -13.696, 4.732], [18.728, -14.352, 5.286], [17.211, -14.011, 4.895], [18.584, -13.837, 3.288], [18.901, -13.084, 7.242], [17.243, -12.496, 7.203], [18.552, -11.280, 7.098], [17.895, -13.124, 2.839], [18.354, -14.818, 2.879], [19.643, -13.599, 3.203], [19.763, -8.895, 5.648], [19.702, -7.394, 5.743], [19.126, -6.744, 4.936], [20.279, -6.728, 6.958], [21.147, -7.254, 7.134], [20.504, -5.737, 6.819], [19.499, -7.009, 8.233], [20.786, -9.173, 5.923], [19.529, -9.282, 4.663], [19.070, -9.288, 6.393], [19.960, -6.443, 9.041], [19.428, -8.065, 8.462], [18.532, -6.528, 8.094], [20.040, -10.714, 1.707], [21.011, -9.670, 2.155], [20.751, -8.676, 2.762], [22.411, -9.925, 1.877], [22.564, -10.950, 2.011], [22.459, -9.894, 0.846], [23.516, -9.082, 2.404], [19.114, -10.434, 2.211], [20.234, -11.695, 2.154], [19.939, -10.915, 0.641], [24.387, -9.730, 2.384], [23.286, -8.818, 3.434], [23.625, -8.206, 1.767], [19.997, -13.605, 0.364], [19.003, -14.131, -0.425], [17.924, -14.458, 0.127], [19.235, -14.260, -1.636], [20.696, -13.285, -0.248], [19.519, -8.565, -0.974], [18.994, -9.237, -2.065], [17.772, -9.288, -2.186], [19.868, -9.652, -2.870], [20.459, -8.739, -1.185], [23.698, -8.264, -2.652], [23.654, -8.155, -1.307], [22.563, -8.495, -0.755], [24.610, -7.628, -0.701], [22.847, -8.714, -2.796], [22.537, -12.894, 5.762], [22.475, -12.816, 4.385], [23.012, -11.729, 3.951], [21.965, -13.734, 3.759], [22.866, -11.964, 5.712], [24.016, -11.831, -1.445], [22.969, -12.212, -0.631], [23.119, -12.472, 0.583], [21.888, -12.343, -1.259], [23.321, -11.776, -2.151]], "lowdin_charge": [0.037, -0.377, 0.230, 0.087, 0.172, 0.184, -0.012, 0.074, 0.116, 0.095, 0.058, 0.108, 0.093, 0.029, -0.402, 0.228, 0.108, 0.200, 0.158, 0.023, 0.098, 0.105, 0.084, 0.079, 0.099, 0.099, 0.035, -0.439, 0.135, 0.055, 0.114, 0.126, 0.010, 0.095, 0.092, 0.125, 0.100, 0.094, 0.107, 0.042, -0.385, 0.178, 0.086, 0.178, 0.191, 0.035, 0.101, 0.111, 0.070, 0.106, 0.115, 0.077, 0.021, -0.425, 0.178, 0.065, 0.114, 0.124, 0.014, 0.099, 0.074, 0.076, 0.094, 0.100, 0.110, 0.063, -0.392, 0.098, 0.076, 0.126, 0.146, -0.004, 0.091, 0.079, 0.115, 0.087, 0.070, 0.082, 0.032, -0.797, -0.013, 0.082, 0.055, 0.007, -0.813, 0.042, 0.024, 0.049, 0.089, -0.819, -0.084, -0.064, 0.110, 0.015, -0.817, -0.105, 0.022, 0.072, 0.048, -0.800, -0.050, -0.012, 0.112], "largest_force_ev_per_a": 3.7, "total_charge": 1, "lumo_energy_ev": -5.49, "spin_multiplicity": 1, "homo_energy_ev": -6.759, "molar_mass_g_mol": 749.7}

In Eh, the Kohn-Sham gap values for the records above are, in order, 0.322 0.047.